Entry 1:
The following is a DFT calculation (ωB97M-V/def2-TZVPD) of the molecule C19H21ClN2O5S.

Structure (XYZ):
```
49
C19H21ClN2O5S, DFT ωB97M-V/def2-TZVPD
O 2.031 4.524 1.741
C 1.122 3.758 1.490
C 1.288 2.697 0.393
O 1.085 1.415 0.954
C 1.137 0.333 0.147
C 1.414 0.361 -1.216
C 1.371 -0.806 -1.960
C 1.069 -2.000 -1.345
S 0.890 -3.489 -2.311
O 1.720 -4.524 -1.775
O 1.012 -3.155 -3.703
N -0.690 -3.923 -1.940
C -1.703 -3.275 -2.760
C -1.805 -1.825 -2.369
C -1.580 -0.816 -3.294
C -1.669 0.513 -2.916
C -1.977 0.845 -1.609
C -2.197 -0.156 -0.678
C -2.116 -1.483 -1.058
C 0.832 -2.069 0.015
C 0.862 -0.905 0.754
Cl 0.526 -0.938 2.439
N -0.074 3.820 2.101
C -1.210 2.943 1.923
C -1.452 2.172 3.228
O -1.647 3.054 4.307
C -0.529 3.895 4.485
C -0.256 4.722 3.225
H 2.310 2.797 0.009
H 0.575 2.889 -0.421
H 1.651 1.291 -1.706
H 1.558 -0.800 -3.021
H -0.760 -4.929 -1.926
H -2.657 -3.778 -2.580
H -1.448 -3.355 -3.824
H -1.329 -1.074 -4.312
H -1.498 1.290 -3.646
H -2.055 1.883 -1.319
H -2.440 0.095 0.345
H -2.289 -2.267 -0.336
H 0.617 -3.019 0.474
H -1.053 2.243 1.108
H -2.089 3.564 1.706
H -2.358 1.569 3.157
H -0.590 1.517 3.420
H -0.765 4.544 5.329
H 0.360 3.293 4.723
H 0.649 5.318 3.337
H -1.110 5.375 3.019
```

Output
energy = -56618.706 eV
ΔE to the lowest compared entry with this formula, charge and spin = 1.031 eV
orbital gap = 9.38 eV

Atom charges from the Mulliken analysis, given in e for atoms 1 to 6: -0.678 0.623 -0.736 -0.304 0.515 -0.371

=====

Entry 2:
The following is a DFT calculation (ωB97M-V/def2-TZVPD) of the molecule C19H21ClN2O6S2.

Structure (XYZ):
```
51
C19H21ClN2O6S2, DFT ωB97M-V/def2-TZVPD
O -2.961 -0.510 1.619
C -2.808 -0.774 0.446
C -3.365 0.131 -0.658
O -2.615 -0.035 -1.859
C -2.580 0.993 -2.716
O -3.240 1.986 -2.617
C -1.502 0.751 -3.766
C -0.228 1.104 -3.071
C 0.446 2.289 -3.107
C 1.506 2.344 -2.177
C 1.627 1.194 -1.459
S 2.578 0.911 0.009
O 2.728 -0.502 0.167
O 3.732 1.752 -0.014
N 1.582 1.451 1.223
C 1.426 2.883 1.333
C 0.804 3.186 2.699
O -0.426 2.520 2.849
C -0.273 1.123 2.745
C 0.333 0.742 1.392
S 0.448 0.021 -1.888
N -2.209 -1.880 -0.017
C -1.638 -2.891 0.849
C -0.143 -3.008 0.699
C 0.695 -2.861 1.798
C 2.065 -2.986 1.667
C 2.608 -3.244 0.419
Cl 4.306 -3.378 0.241
C 1.790 -3.389 -0.691
C 0.421 -3.274 -0.543
H -4.414 -0.137 -0.835
H -3.335 1.175 -0.331
H -1.672 1.405 -4.620
H -1.509 -0.295 -4.069
H 0.188 3.099 -3.766
H 2.163 3.183 -2.039
H 2.416 3.329 1.236
H 0.767 3.268 0.538
H 0.592 4.251 2.797
H 1.503 2.872 3.488
H -1.272 0.694 2.840
H 0.378 0.755 3.551
H 0.547 -0.325 1.340
H -0.384 1.014 0.601
H -2.054 -1.965 -1.009
H -2.107 -3.855 0.613
H -1.902 -2.611 1.871
H 0.269 -2.650 2.768
H 2.712 -2.869 2.521
H 2.224 -3.587 -1.658
H -0.214 -3.400 -1.408
```

Output
energy = -69502.008 eV
orbital gap = 9.04 eV

Atom charges from the Mulliken analysis, given in e for atoms 1 to 6: -0.676 0.524 -0.567 -0.305 0.626 -0.575

=====

Entry 3:
The following is a DFT calculation (ωB97M-V/def2-TZVPD) of the molecule C19H21ClN4O6S.

Structure (XYZ):
```
52
C19H21ClN4O6S, DFT ωB97M-V/def2-TZVPD
C -3.109 -3.265 -0.508
O -3.457 -1.937 -0.819
C -4.647 -1.443 -0.363
C -5.646 -2.257 0.156
C -6.852 -1.745 0.602
C -7.069 -0.385 0.509
Cl -8.563 0.293 1.045
C -6.098 0.452 -0.012
C -4.870 -0.050 -0.439
N -3.947 0.883 -0.911
C -2.754 0.536 -1.643
C -1.580 0.329 -0.683
O -1.728 0.001 0.470
N -0.368 0.537 -1.265
N 0.775 0.410 -0.572
C 1.874 0.743 -1.116
C 3.131 0.619 -0.413
C 3.176 0.144 0.902
C 4.375 0.037 1.564
C 5.568 0.402 0.932
O 6.701 0.252 1.679
C 7.924 0.707 1.144
C 8.461 -0.159 -0.003
N 8.064 -1.443 0.066
O 9.187 0.282 -0.863
C 5.536 0.870 -0.377
C 4.325 0.977 -1.036
S -3.753 2.328 -0.034
C -3.709 1.866 1.710
O -2.481 2.853 -0.435
O -4.895 3.163 -0.257
H -3.178 -3.456 0.566
H -2.072 -3.373 -0.824
H -3.729 -3.985 -1.053
H -5.487 -3.321 0.225
H -7.606 -2.399 1.008
H -6.277 1.511 -0.094
H -2.541 1.370 -2.316
H -2.928 -0.369 -2.224
H -0.329 0.918 -2.213
H 1.913 1.140 -2.140
H 2.249 -0.130 1.380
H 4.424 -0.323 2.579
H 8.640 0.652 1.970
H 7.862 1.749 0.809
H 7.455 -1.755 0.803
H 8.368 -2.096 -0.637
H 6.442 1.145 -0.894
H 4.311 1.343 -2.052
H -2.934 1.120 1.825
H -4.682 1.488 1.993
H -3.469 2.769 2.258
```

Output
energy = -61645.748 eV
ΔE to the lowest compared entry with this formula, charge and spin = 0.000 eV
orbital gap = 8.66 eV

Atom charges from the Mulliken analysis, given in e for atoms 1 to 6: -1.082 -0.243 0.611 -0.380 -0.928 0.195